[1]
ORCA calculation (ωB97M-V/def2-TZVPD) on 4 unconnected molecules or ions with the total composition C15H23FO10S at a distorted geometry.

- LUMO energy (eV) = -0.13
- structure (SMILES) = O=C(F)OCC[SH](=O)=O.O=C1CCCO1.O=C1CCCO1.O=C1CCCO1
- 2S+1 = 1

Structure (XYZ):
```
50
Properties=species:S:1:pos:R:3:forces:R:3
O 1.301971 -2.799107 6.897866 -2.185 -1.098 -5.906
C 0.901628 -3.021800 5.723132 1.761 1.167 5.281
F -0.322290 -3.752227 5.599870 3.053 1.740 -1.102
O 1.636313 -2.531851 4.616271 -1.994 -2.618 1.712
C 2.153857 -3.605423 3.779579 0.505 -0.253 -2.077
C 1.239101 -3.704255 2.435586 1.068 -0.239 1.081
S 1.623222 -2.137539 1.460096 -4.927 2.599 -2.167
O 0.761974 -1.015662 2.047950 2.963 -3.158 -0.986
O 1.311477 -2.370576 -0.000362 1.526 0.097 3.583
H 3.204498 -3.269662 3.415591 -1.676 -0.505 0.954
H 2.297271 -4.607168 4.310241 -0.513 1.466 -0.627
H 0.125070 -3.641216 2.708226 1.691 0.057 -0.668
H 1.505202 -4.641021 1.815629 -0.382 1.684 0.886
H 2.963616 -1.739000 1.631560 -0.868 -0.865 0.024
O 4.040649 -4.839466 0.010132 -0.511 -0.724 0.113
C 3.215293 -5.459212 -0.616795 0.750 0.636 0.017
O 3.011361 -6.799167 -0.489863 0.239 0.465 0.328
C 2.040814 -7.224327 -1.453492 -0.317 -0.487 -0.248
C 1.262705 -5.979802 -1.808631 -0.521 0.109 -0.314
C 2.304780 -4.891416 -1.669138 -0.532 -0.004 -0.054
H 2.566346 -7.646648 -2.315206 0.007 0.031 0.072
H 1.402560 -7.994805 -1.016694 0.285 0.008 0.091
H 0.805879 -6.025274 -2.798791 0.036 -0.077 0.109
H 0.464507 -5.819798 -1.076027 0.046 -0.032 -0.095
H 2.871057 -4.749428 -2.593014 0.065 0.081 0.105
H 1.861818 -3.951401 -1.339383 0.417 -0.010 -0.123
O -2.919070 3.503041 -0.511488 0.859 -0.218 -0.079
C -1.925113 3.108443 0.046597 -0.932 0.051 -0.356
O -0.818617 2.653105 -0.600492 -0.558 0.382 -0.031
C 0.124248 2.163623 0.360476 0.552 -0.418 0.088
C -0.238619 2.845677 1.657424 0.316 0.105 0.621
C -1.738694 3.001639 1.535555 0.381 0.219 0.278
H 0.027917 1.075796 0.423736 0.004 0.077 -0.004
H 1.137965 2.411152 0.039431 -0.198 -0.035 -0.205
H 0.074314 2.285534 2.540372 0.028 -0.015 -0.152
H 0.230780 3.834120 1.701206 -0.023 -0.107 -0.002
H -2.270939 2.119395 1.899160 -0.094 0.113 -0.038
H -2.091873 3.900647 2.040992 -0.302 -0.217 -0.117
O -4.682482 8.457765 -4.480848 0.112 -0.604 0.650
C -3.986483 7.687298 -3.868402 -0.499 0.925 -0.455
O -4.337586 7.120273 -2.682322 -0.099 0.325 -0.529
C -3.239612 6.348007 -2.181723 0.062 -0.466 0.521
C -2.392244 6.031800 -3.390750 0.500 -0.411 -0.156
C -2.603260 7.248751 -4.265388 0.200 -0.519 -0.066
H -2.700514 6.947266 -1.441164 -0.032 0.017 -0.045
H -3.614979 5.444341 -1.699563 -0.091 0.257 -0.005
H -1.345363 5.843867 -3.145451 -0.126 -0.026 0.060
H -2.784670 5.143714 -3.896561 0.056 0.063 0.118
H -1.895082 8.047092 -4.030436 -0.087 0.045 -0.133
H -2.560705 6.994906 -5.324693 -0.016 0.388 0.046
```
Positions in Å, forces in eV/Å.

From a Mulliken analysis of the wavefunction, the atomic charges in e read: O -0.44; C 0.61; F -0.19; O -0.17; C -0.60; C -0.31; S 0.77; O -0.53; O -0.65; H 0.32; H 0.37; H 0.39; H 0.19; H 0.18; O -0.61; C 0.49; O -0.38; C -0.44; C -0.55; C 0.07; H 0.27; H 0.33; H 0.36; H 0.24; H 0.31; H -0.02; O -0.60; C 0.48; O -0.37; C -0.22; C -0.50; C -0.37; H 0.16; H 0.30; H 0.30; H 0.28; H 0.26; H 0.28; O -0.58; C 0.45; O -0.35; C -0.23; C -0.47; C -0.35; H 0.20; H 0.23; H 0.32; H 0.25; H 0.25; H 0.27

[2]
ORCA calculation (ωB97M-V/def2-TZVPD) on 8 unconnected molecules or ions with the total composition C24H48F4O28P4 at a distorted geometry.

- LUMO energy (eV) = 0.35
- structure (SMILES) = O=C1OC[C@@H](F)O1.O=C1OC[C@@H](F)O1.O=C1OC[C@@H](F)O1.O=C1OC[C@@H](F)O1.COP(=O)(OC)OC.COP(=O)(OC)OC.COP(=O)(OC)OC.COP(=O)(OC)OC
- 2S+1 = 1
- relative energy (zero: lowest compared OMol25 entry of this formula, charge and spin) (kJ/mol) = 68.8

Structure (XYZ):
```
108
Properties=species:S:1:pos:R:3:forces:R:3
C -3.887544 -0.563838 5.544804 1.582 -2.486 -0.916
O -2.479719 -0.878132 5.347455 1.638 1.834 0.665
P -1.414827 0.311185 5.735507 -0.717 0.038 0.228
O -1.840832 1.259475 6.821902 0.620 -1.570 -1.900
O -0.128839 -0.570388 6.089405 -0.465 0.563 -0.058
C 0.681508 -1.098275 5.033898 0.670 0.062 -0.755
O -1.122682 0.988648 4.275072 -0.595 0.015 1.727
C -1.087162 2.460673 4.131638 -0.517 -1.577 -0.347
H -4.182553 -0.060565 4.651795 -0.720 0.780 -0.009
H -3.966899 -0.051386 6.480412 -0.730 0.234 0.382
H -4.227682 -1.617670 5.468083 -0.885 0.949 0.656
H 1.501747 -1.756991 5.416174 -0.861 0.847 0.048
H 1.076210 -0.249540 4.455227 0.221 -0.403 0.338
H 0.084028 -1.667690 4.330376 -0.233 -0.324 0.042
H -2.011716 2.749691 3.614189 0.412 -0.018 -0.071
H -0.196817 2.547129 3.533499 0.193 0.919 -0.157
H -1.070970 2.964223 5.083819 0.337 0.026 0.331
C -1.571518 1.441191 -3.895052 0.310 -0.140 1.320
O -1.510368 0.457849 -4.922299 -0.811 -0.676 -0.566
P -2.839745 -0.411263 -5.235924 0.737 0.935 1.733
O -2.822208 -1.175077 -6.486393 -0.192 0.582 0.427
O -4.045575 0.688277 -5.025717 0.395 -0.670 -1.216
C -4.515315 1.367001 -6.260058 -0.120 -0.690 1.023
O -2.860194 -1.241949 -3.863779 -0.212 0.598 -0.599
C -4.007675 -2.052961 -3.556133 -0.237 1.169 -0.947
H -2.532070 1.925497 -3.889383 -0.292 0.403 -0.155
H -0.778486 2.146694 -4.085184 0.163 0.258 -0.180
H -1.427246 1.065997 -2.844491 -0.021 -0.290 -1.069
H -4.360895 2.446184 -6.195458 0.490 -0.259 0.025
H -5.584768 1.212314 -6.324990 -0.206 -0.178 0.066
H -4.043849 0.864508 -7.091115 0.154 0.344 -0.439
H -4.604209 -2.095011 -4.469303 -0.086 -0.806 0.078
H -4.617366 -1.540245 -2.829981 0.066 0.056 0.583
H -3.631958 -2.987849 -3.198850 -0.096 -0.625 0.066
C 3.713845 3.847615 -0.490620 -0.273 1.616 -0.184
O 4.650317 3.639572 -1.575412 0.061 -0.565 0.631
P 5.394043 2.252813 -1.520193 0.954 -1.612 -1.721
O 6.217810 1.846012 -0.352884 -1.327 0.470 -0.760
O 6.238437 2.346825 -2.890063 -1.747 -0.115 0.718
C 7.625288 2.306473 -2.859619 1.228 2.536 0.210
O 4.309580 1.137063 -1.970240 0.852 0.586 1.175
C 3.429509 1.375401 -3.061047 -0.270 0.360 0.375
H 3.117597 4.705720 -0.833442 -0.061 -0.432 0.164
H 4.247492 4.194290 0.396169 -0.024 -0.445 0.008
H 3.074256 2.988250 -0.315752 0.094 -0.113 0.044
H 7.969789 2.629396 -1.865856 0.235 -0.697 -0.208
H 7.958856 3.135624 -3.520428 0.057 -0.753 0.036
H 8.015786 1.368793 -3.187151 0.265 -0.664 -0.053
H 3.945567 1.627430 -3.961448 0.611 0.200 -0.536
H 2.732026 2.163447 -2.819255 -0.215 0.304 0.125
H 2.875358 0.481169 -3.221692 -0.387 -0.768 -0.015
C -5.153420 2.145126 -2.064555 -0.486 1.094 0.259
O -4.269824 2.451373 -0.938479 -0.309 -0.433 -0.711
P -3.785164 1.171959 -0.148825 1.408 -1.838 -0.527
O -3.902813 -0.147701 -0.852367 0.175 1.750 0.951
O -2.249179 1.507153 0.211029 -0.229 1.225 -0.323
C -1.936555 2.952999 0.553199 -2.368 -1.761 -0.633
O -4.573256 1.289858 1.204931 -0.704 -0.488 0.696
C -4.496365 0.221702 2.214930 1.174 0.841 -0.281
H -4.777511 1.320278 -2.652010 0.225 0.011 -0.181
H -5.272769 3.082288 -2.648065 0.318 -0.674 0.353
H -6.126649 1.883144 -1.655425 -0.107 -0.065 -0.060
H -2.758277 3.212767 1.218283 0.716 0.326 0.872
H -2.151325 3.581811 -0.295409 0.505 -0.027 -0.662
H -0.927445 2.985267 0.885263 0.505 0.040 0.515
H -4.330222 -0.746099 1.757470 -0.078 -0.138 -0.210
H -5.390552 0.210743 2.825251 -0.242 0.269 -0.253
H -3.625003 0.479337 2.837690 -0.296 -0.249 -0.155
C 5.527724 -1.637509 0.104532 0.767 -0.370 0.514
C 6.184933 -2.995171 -0.214233 -0.313 0.574 1.470
O 5.139432 -3.677477 -0.818716 0.136 -0.043 -0.150
C 3.946633 -3.159652 -0.379336 -0.792 0.471 -0.757
O 2.894771 -3.622486 -0.711885 0.969 0.660 0.910
O 4.168868 -1.995459 0.336939 -0.402 -1.413 -0.659
F 6.464357 -3.681344 0.975253 0.003 0.456 -0.371
H 5.554530 -0.956050 -0.733548 0.216 0.203 -0.296
H 5.966026 -1.164536 0.989001 -0.200 -0.177 -0.163
H 7.138943 -2.954943 -0.739447 -0.489 -0.179 -0.530
C 4.489224 1.149841 2.204506 0.775 -0.237 0.752
C 3.401229 0.493511 2.968062 -1.413 -1.562 0.220
O 2.581189 1.526899 3.405555 -0.859 -0.600 0.116
C 3.048823 2.718787 3.015688 2.181 -1.894 -0.182
O 2.500889 3.727476 3.191775 -0.836 2.098 0.024
O 4.295688 2.529552 2.464378 -0.238 0.715 -0.109
F 3.750846 -0.269429 4.072959 0.471 0.655 -0.393
H 4.387739 0.920684 1.167490 -0.094 0.182 -0.825
H 5.447224 0.743180 2.536480 0.158 0.643 0.101
H 2.846078 -0.187959 2.324542 -0.275 -0.041 0.175
C -3.336636 -5.358420 -1.078341 -0.154 -0.882 -0.326
C -2.862635 -6.382344 -0.011583 0.162 1.356 -0.230
O -3.061863 -5.705395 1.193107 -0.075 0.282 -0.207
C -3.235919 -4.351738 0.967449 1.207 -0.647 2.639
O -3.189884 -3.590806 1.901239 -0.533 -0.283 -1.929
O -3.319929 -4.141090 -0.326852 -0.819 0.907 -1.071
F -1.514633 -6.566778 -0.222223 -0.341 -0.463 0.316
H -4.318967 -5.646918 -1.529503 0.408 0.720 0.796
H -2.646643 -5.230187 -1.929576 -0.040 -0.253 0.637
H -3.409491 -7.299032 0.128169 0.225 -0.632 -0.648
C -0.205274 -1.607754 -0.665021 0.829 -1.011 1.253
C -0.317597 -1.289451 0.885967 0.017 -1.161 -1.695
O 0.265830 -0.046293 0.989801 0.797 0.005 -0.711
C 1.033311 0.221716 -0.157101 -0.631 0.701 1.895
O 1.753240 1.184360 -0.136482 -0.335 -1.028 -0.871
O 0.767937 -0.668639 -1.099817 0.762 1.026 -0.304
F 0.406301 -2.221761 1.606218 -0.204 0.416 -0.046
H -1.121080 -1.461724 -1.164616 -1.227 0.685 -0.557
H 0.159461 -2.604851 -0.994424 -0.047 0.499 0.954
H -1.341711 -1.266421 1.240471 -0.017 -0.067 0.246
```
Positions in Å, forces in eV/Å.

Mulliken population analysis, charges in e, atoms 1 to 99: C -0.39; O -0.21; P 0.50; O -0.77; O -0.39; C -0.05; O 0.42; C -0.44; H -0.01; H 0.36; H 0.26; H 0.28; H -0.08; H 0.21; H 0.08; H 0.02; H 0.42; C -0.43; O -0.38; P 0.65; O -0.77; O -0.17; C -0.81; O 0.18; C -0.51; H 0.25; H 0.41; H 0.01; H 0.25; H 0.26; H 0.39; H 0.47; H 0.23; H -0.07; C 0.11; O -0.37; P 1.05; O -0.74; O -0.38; C -0.73; O 0.00; C -0.80; H 0.33; H 0.28; H -0.26; H 0.30; H 0.25; H 0.27; H 0.38; H 0.29; H 0.22; C -0.57; O -0.45; P 0.09; O -0.27; O 0.88; C -0.77; O -0.46; C -0.05; H 0.09; H 0.21; H 0.37; H 0.34; H 0.27; H 0.11; H 0.28; H 0.39; H -0.43; C 0.04; C 0.21; O -0.35; C 0.43; O -0.50; O 0.00; F -0.32; H -0.07; H 0.23; H 0.36; C 0.49; C 0.77; O -0.39; C 0.65; O -0.52; O -0.38; F -0.39; H -0.46; H 0.28; H -0.15; C -0.39; C 0.24; O -0.35; C 0.63; O -0.51; O -0.20; F -0.28; H 0.29; H 0.28; H 0.29; C -0.09

[3]
ORCA calculation (ωB97M-V/def2-TZVPD) on a molecular structure, C7H10GaN2O2 at a distorted geometry.

- LUMO energy (eV) = 3.68
- 2S+1 = 1
- total charge = -1

Structure (XYZ):
```
22
Properties=species:S:1:pos:R:3:forces:R:3
C 0.302393 -2.255641 0.808327 -0.323 -0.456 -1.324
C 0.580182 -2.316148 -0.600943 -1.522 -0.775 0.839
C -0.626952 -1.963508 -1.309733 0.642 -0.745 1.094
C -1.626363 -1.660605 -0.340665 0.378 -0.479 -0.069
C -1.062095 -1.833818 0.969379 0.606 -0.086 -0.328
Ga -0.129533 0.289711 0.092315 0.555 -3.484 -1.677
N 0.817636 0.972589 1.435419 0.210 -1.204 -1.140
C 1.846008 1.320432 0.282428 3.582 1.699 0.227
C 1.968845 0.413178 -0.978316 -2.780 -0.337 1.422
H -0.773274 -2.046024 -2.384478 0.064 0.342 0.262
H 1.507396 -2.681561 -1.051347 -0.352 0.446 0.186
H -2.689553 -1.504746 -0.546110 0.514 0.250 0.062
H -1.614789 -1.818799 1.915084 0.261 0.220 -0.445
H 0.986714 -2.544327 1.611887 -0.254 0.401 -0.355
H 2.628513 -0.474493 -0.949541 -0.642 0.613 0.384
H 2.828750 1.204859 0.771594 -0.318 0.526 0.129
H 0.299974 1.249135 2.268421 1.230 1.337 -0.361
H 1.750910 0.727627 -2.019993 0.124 0.473 1.044
H 1.801399 2.350994 -0.139441 -0.372 -0.299 0.786
O -3.055369 2.377919 0.093559 -0.419 0.674 -0.829
N -2.283930 1.527674 0.271709 1.923 -1.198 -0.850
O -1.353941 1.262909 -0.816738 -3.106 2.083 0.943
```
Positions in Å, forces in eV/Å.

From a Mulliken analysis of the wavefunction, the atomic charges in e read: C -0.66; C -0.49; C -0.65; C -0.51; C -0.53; Ga 0.48; N -0.31; C -0.54; C -0.86; H 0.41; H 0.52; H 0.47; H 0.42; H 0.35; H 0.25; H 0.39; H 0.25; H 0.33; H 0.20; O -0.45; N 0.29; O -0.36

no.,energy (eV),HOMO energy (eV),HOMO-LUMO gap (eV)
1,-49953.1513,-9.78,9.7
2,-131030.8293,-10.52,10.9
3,-66867.4278,-3.14,6.8